Entry 1:
Entry from the Open Molecules 2025 dataset: C24H43BCoFN6PS3 as an isolated structure (ωB97M-V with the def2-TZVPD basis set).

Each line ends with the Löwdin charge.
CARTESIAN COORDINATES (ANGSTROEM)
Co -0.475 -0.136 0.103  -0.240
C -0.141 -0.919 6.511  -0.026
C -0.434 -1.401 5.090  -0.536
C -1.823 -0.923 4.692  -0.082
C -0.389 -2.928 5.004  -0.021
N 0.667 -0.880 4.202  0.021
C 1.984 -1.192 4.510  -0.030
C 2.758 -0.664 3.552  -0.030
N 1.936 -0.029 2.642  0.032
B 2.622 0.547 1.357  -0.561
N 3.017 -0.596 0.400  0.027
C 4.239 -0.600 -0.238  -0.025
C 4.281 -1.678 -1.036  -0.018
N 3.079 -2.354 -0.880  0.024
C 2.315 -1.671 0.006  -0.623
S 0.720 -2.040 0.564  0.759
C 2.693 -3.554 -1.694  -0.536
C 2.311 -4.714 -0.780  -0.033
C 1.554 -3.142 -2.621  -0.036
C 3.887 -3.984 -2.543  -0.048
N 1.862 1.687 0.617  0.039
C 1.866 2.932 1.198  -0.031
C 1.323 3.799 0.324  -0.004
N 0.976 3.091 -0.804  0.033
C 1.284 1.785 -0.602  -0.568
S 0.864 0.443 -1.626  0.807
C 0.469 3.735 -2.069  -0.530
C 1.455 3.417 -3.193  -0.033
C -0.938 3.252 -2.402  -0.042
C 0.426 5.247 -1.864  -0.049
C 0.654 -0.177 3.046  -0.612
S -0.687 0.548 2.204  0.805
H -0.927 -1.276 7.176  0.096
H -0.130 0.171 6.548  0.099
H 0.809 -1.291 6.892  0.078
H -2.521 -1.334 5.424  0.095
H -2.115 -1.280 3.707  0.057
H -1.909 0.162 4.712  0.072
H -1.178 -3.349 5.627  0.096
H 0.564 -3.330 5.350  0.083
H -0.548 -3.252 3.974  0.090
H 2.255 -1.759 5.381  0.125
H 3.828 -0.681 3.432  0.133
H 3.654 1.041 1.738  0.129
H 4.972 0.169 -0.064  0.131
H 5.064 -2.021 -1.684  0.118
H 1.434 -4.493 -0.178  0.041
H 3.142 -4.961 -0.116  0.097
H 2.094 -5.589 -1.395  0.095
H 0.698 -2.793 -2.049  0.018
H 1.252 -3.993 -3.234  0.101
H 1.881 -2.334 -3.279  0.093
H 4.746 -4.254 -1.926  0.096
H 4.180 -3.215 -3.259  0.090
H 3.594 -4.866 -3.110  0.098
H 2.279 3.100 2.178  0.137
H 1.176 4.858 0.419  0.122
H 1.488 2.350 -3.410  0.046
H 2.459 3.757 -2.931  0.096
H 1.143 3.938 -4.099  0.096
H -0.953 2.188 -2.605  0.028
H -1.284 3.791 -3.285  0.096
H -1.621 3.443 -1.574  0.091
H 1.411 5.662 -1.646  0.092
H -0.275 5.531 -1.078  0.094
H 0.078 5.696 -2.793  0.097
C -1.991 -3.032 -0.947  -0.248
P -2.015 -1.223 -0.987  0.778
C -2.173 -0.771 -2.726  -0.219
C -3.601 -0.825 -0.226  -0.214
H -2.911 -3.415 -1.392  0.062
H -1.929 -3.367 0.090  0.048
H -1.134 -3.428 -1.486  0.021
H -3.048 -1.248 -3.171  0.064
H -1.280 -1.076 -3.267  0.042
H -2.270 0.310 -2.781  0.041
H -4.404 -1.353 -0.742  0.061
H -3.749 0.251 -0.271  0.050
H -3.579 -1.135 0.819  0.053
F -1.603 1.265 -0.239  -0.500

Properties
LUMO energy (alpha / beta): -3.42 / -3.42 eV
Charge: +1
DFT total energy: -117342.9709 eV
HOMO-LUMO gap (alpha / beta): 7.28 / 7.28 eV
ΔE to the lowest compared entry with this formula, charge and spin: 0.056 eV
Multiplicity: 1

***

Entry 2:
Entry from the Open Molecules 2025 dataset: C24H43BiCl2N4O4SSi as an isolated structure at a distorted geometry (ωB97M-V with the def2-TZVPD basis set).

Each line ends with the Löwdin charge.
CARTESIAN COORDINATES (ANGSTROEM)
C -1.812 -0.777 -5.969  -0.050
C -1.146 -1.663 -4.969  -0.229
H -1.829 -1.248 -6.960  0.062
H -1.297 0.192 -6.030  0.083
H -2.850 -0.578 -5.657  0.086
C -0.579 -2.837 -5.291  -0.134
C -0.462 -3.351 -6.685  -0.130
H -0.218 -3.527 -4.532  0.084
H 0.176 -2.724 -7.324  0.075
H -1.428 -3.455 -7.199  0.070
H -0.022 -4.356 -6.651  0.062
Bi 0.338 0.977 1.408  1.607
Cl 1.292 2.962 -1.436  0.353
C -0.144 -1.729 2.687  -0.292
O 0.859 -0.996 2.349  -0.256
N -0.016 -3.019 2.874  -0.144
C 1.268 -3.703 2.707  0.000
C -1.188 -3.865 3.116  -0.010
H -1.137 -1.284 2.820  0.106
H 2.104 -3.035 2.927  0.098
H 1.365 -4.107 1.689  0.098
H 1.272 -4.545 3.405  0.095
H -2.073 -3.231 3.250  0.103
H -1.008 -4.452 4.026  0.098
H -1.336 -4.546 2.264  0.086
H 0.080 2.056 5.770  0.064
H -1.499 4.624 5.055  0.043
C 0.829 2.853 5.680  -0.032
C -0.442 4.930 5.082  -0.051
N 0.431 3.837 4.682  -0.175
H 1.801 2.435 5.413  0.095
C 0.730 3.657 3.396  -0.311
O 1.388 2.663 2.978  -0.239
H -0.280 5.770 4.391  0.096
H 0.365 4.445 2.713  0.154
H 0.886 3.370 6.638  0.090
H -0.192 5.217 6.107  0.092
H 1.747 0.920 -3.698  0.071
H 2.407 -2.072 -4.291  0.093
C 2.729 0.615 -3.316  -0.061
C 3.125 -1.812 -3.499  -0.052
N 2.632 -0.694 -2.697  -0.161
H 3.084 1.351 -2.590  0.048
C 2.205 -0.844 -1.431  -0.310
O 1.884 0.091 -0.677  -0.211
H 3.292 -2.681 -2.853  0.091
H 2.187 -1.894 -1.079  0.130
H 3.432 0.526 -4.151  0.086
H 4.068 -1.524 -3.982  0.090
O -0.337 0.001 -3.478  -0.262
C -1.167 -1.069 -3.543  -0.455
C 0.169 -2.860 -2.300  -0.090
C -1.020 -2.158 -2.438  -0.168
H 1.014 -2.551 -2.919  0.072
C 0.270 -3.942 -1.422  -0.096
H -2.226 -0.748 -3.397  0.118
C -2.109 -2.505 -1.638  -0.105
H 1.202 -4.508 -1.356  0.098
C -0.839 -4.317 -0.653  -0.127
C -2.023 -3.568 -0.744  -0.110
H -3.036 -1.936 -1.762  0.107
H -0.773 -5.172 0.018  0.082
H -2.876 -3.804 -0.107  0.095
Si -0.076 3.795 -2.780  0.152
Cl -1.528 -0.008 0.222  0.063
C 0.928 4.971 -3.864  -0.223
C -0.924 5.078 -1.650  -0.248
C -1.250 2.600 -3.514  -0.206
H 1.803 4.476 -4.308  0.021
H 1.280 5.816 -3.248  0.029
H 0.289 5.378 -4.661  0.032
H -0.791 1.609 -3.729  -0.012
H -1.662 2.994 -4.455  0.039
H -2.070 2.435 -2.799  0.042
H -1.487 4.583 -0.848  0.014
H -1.610 5.704 -2.238  0.029
H -0.173 5.745 -1.187  0.021
S -2.756 2.196 5.157  0.640
C -1.930 1.638 3.930  -0.953
N -1.310 1.183 3.008  -0.156

Properties
LUMO energy: -0.63 eV
Charge: 0
DFT total energy: -89334.5353 eV
HOMO-LUMO gap: 5.44 eV
ΔE to the lowest compared entry with this formula, charge and spin: 2.871 eV
Multiplicity: 1

***

Entry 3:
Entry from the Open Molecules 2025 dataset: C24H43GdN2P3S2 as an isolated structure at a distorted geometry (ωB97M-V with the def2-TZVPD basis set).

Each line ends with the Löwdin charge.
CARTESIAN COORDINATES (ANGSTROEM)
Gd 0.670 -0.822 -0.248  1.080
P 2.080 1.659 0.828  0.707
P -1.550 0.407 1.757  0.734
P -1.484 2.992 -2.373  0.875
H 1.382 -1.653 -5.316  0.104
C 1.024 -0.837 -4.705  -0.080
C 1.821 -0.044 -3.777  -0.355
H 2.608 -0.556 -3.231  0.083
C 3.641 1.088 1.608  -0.270
C 1.496 2.759 2.189  -0.272
C 2.784 2.972 -0.244  -0.271
C -3.254 -0.266 1.555  -0.282
C -1.296 -0.246 3.464  -0.269
C -2.128 2.066 2.299  -0.288
C -1.616 4.133 -3.756  -0.201
C -0.845 3.854 -0.924  -0.175
C -3.031 2.210 -1.884  -0.167
H 0.078 -0.420 -5.053  0.081
H 2.147 0.931 -4.178  0.107
H 4.135 0.359 0.953  0.052
H 3.456 0.616 2.579  0.025
H 4.300 1.957 1.747  0.062
H 0.985 2.174 2.963  0.028
H 0.797 3.514 1.803  0.035
H 2.359 3.273 2.639  0.072
H 2.965 2.564 -1.243  0.038
H 3.738 3.310 0.183  0.063
H 2.118 3.836 -0.330  0.028
H -3.891 0.117 2.368  0.066
H -3.255 -1.365 1.589  0.039
H -3.666 0.086 0.598  0.034
H -2.135 0.091 4.093  0.063
H -0.358 0.156 3.865  0.038
H -1.258 -1.343 3.466  0.046
H -2.821 1.933 3.142  0.062
H -2.666 2.587 1.500  0.027
H -1.293 2.686 2.641  0.030
H -2.497 4.767 -3.626  0.074
H -1.671 3.573 -4.704  0.077
H -0.710 4.752 -3.793  0.080
H -1.230 4.881 -1.002  0.089
H 0.249 3.864 -0.922  0.029
H -1.182 3.400 0.018  0.032
H -3.849 2.766 -2.362  0.084
H -3.165 2.252 -0.791  0.046
H -3.057 1.155 -2.187  0.042
C -0.331 -1.339 -2.857  -0.632
C -1.683 -1.543 -3.172  -0.074
C -2.122 -2.836 -3.463  -0.020
C -1.234 -3.908 -3.353  -0.033
C 0.090 -3.739 -2.920  -0.038
C 0.567 -2.438 -2.663  -0.204
S 0.306 0.351 -2.716  0.780
H -0.539 2.111 -3.026  -0.071
H -2.293 -0.641 -3.294  0.106
H -3.159 -3.022 -3.784  0.140
H -1.581 -4.906 -3.646  0.136
H 0.766 -4.602 -2.817  0.141
H 1.645 -2.238 -2.564  0.100
N -0.897 -2.623 0.059  -0.026
C 0.057 -3.055 1.059  -0.734
N 0.907 -2.150 1.530  -0.135
C 1.575 -2.607 2.697  -0.273
C 2.202 -1.801 3.657  -0.007
C 2.556 -2.371 4.876  -0.031
C 2.359 -3.731 5.114  -0.018
C 1.708 -4.538 4.166  -0.036
C 1.271 -3.938 2.991  -0.416
S 0.128 -4.581 1.802  1.194
H -0.956 -3.325 -0.690  0.086
H -1.847 -2.486 0.404  0.097
H 2.374 -0.745 3.448  0.087
H 2.993 -1.725 5.629  0.125
H 2.725 -4.162 6.026  0.123
H 1.486 -5.597 4.309  0.131

Properties
LUMO energy (alpha / beta): -8.60 / -8.28 eV
Charge: +3
DFT total energy: -98910.8100 eV
HOMO-LUMO gap (alpha / beta): 5.73 / 7.45 eV
ΔE to the lowest compared entry with this formula, charge and spin: 0.000 eV
Multiplicity: 8

***

Quick rundown of molecular weight, same order as above: 631.57, 791.67, 673.93 g/mol